Here is an isolated ion of composition C4H4N3O5 and charge +1 in a non-equilibrium geometry from the Open Molecules 2025 dataset. Energies are from ωB97M-V/def2-TZVPD.

Positions of all 16 atoms, in Å:
O1 0.41 3.56 -3.16
O2 0.19 1.46 -2.47
O3 -2.14 2.38 -1.00
O4 -1.39 1.93 1.37
O5 -2.31 4.03 -2.50
N1 -0.18 0.06 1.13
N2 -0.72 0.62 -1.82
N3 -1.32 1.18 -0.77
C1 -0.27 2.75 -2.63
C2 -1.68 3.16 -2.05
C3 0.95 -0.43 0.81
C4 -0.95 1.20 0.55
H1 -1.30 0.14 -2.50
H2 1.41 -0.07 -0.03
H3 1.41 -1.25 1.19
H4 -0.62 -0.23 1.97

Results
SMILES: C=[NH+]C(=O)N1NOC(=O)C(=O)O1
Kohn-Sham gap: 0.3068 Eh
Maximum force: 3.6 eV/Å
ΔE to the lowest compared entry with this formula, charge and spin: 5.340 eV
E_tot: -694.8354 Eh
Net charge: +1



Here is C32H40HfN6O4SSi3 as an isolated structure in a non-equilibrium geometry from the Open Molecules 2025 dataset. Energies are from ωB97M-V/def2-TZVPD.

Positions of all 87 atoms, in Å:
Hf1 -0.49 -0.25 0.60
S1 -2.21 -2.94 -2.88
Si1 0.05 3.14 0.50
Si2 -0.88 1.54 -2.07
Si3 2.05 1.67 -1.35
O1 -0.81 0.62 2.40
O2 -2.03 0.42 4.30
O3 -2.77 -4.01 5.70
O4 -2.66 -1.89 6.28
N1 -1.05 -2.05 2.02
N2 1.64 -1.12 1.42
N3 2.98 -5.34 2.77
N4 -2.49 0.43 -0.11
N5 -1.29 -3.38 2.03
N6 -0.78 -1.90 -0.94
C1 0.48 4.77 -0.45
C2 -2.00 -2.11 -1.41
C3 -4.95 0.70 -1.20
C4 1.54 -2.70 -1.79
C5 -1.38 3.18 -2.80
C6 2.25 -3.49 -2.73
C7 -2.01 -2.63 3.99
C8 3.68 -0.48 2.63
C9 2.58 -0.23 1.82
C10 2.88 -2.79 2.52
C11 -1.44 -0.11 3.34
C12 -0.46 -3.17 -3.02
C13 -3.85 1.02 -1.92
C14 0.33 1.48 -0.57
C15 -2.57 0.89 -1.36
C16 -4.85 0.23 0.14
C17 1.86 -2.39 1.68
C18 3.37 2.71 -0.29
C19 0.17 -2.53 -1.92
C20 3.00 0.18 -1.73
C21 -3.62 0.17 0.67
C22 1.62 -4.09 -3.80
C23 -2.55 -2.88 5.39
C24 1.93 2.65 -2.94
C25 -1.88 -3.77 3.18
C26 0.98 3.35 2.17
C27 2.95 -4.20 2.72
C28 -0.41 0.40 -3.51
C29 3.80 -1.80 3.00
C30 -1.53 -1.61 3.15
C31 0.23 -3.88 -3.97
C32 -1.73 3.27 1.02
H1 -0.55 3.98 -2.88
H2 1.35 2.12 -3.72
H3 -0.25 0.99 -4.40
H4 -2.01 4.31 1.23
H5 1.53 4.64 -0.74
H6 1.81 4.11 2.32
H7 -2.68 -0.95 5.89
H8 3.72 2.10 0.59
H9 -2.49 2.98 0.19
H10 1.25 2.44 2.65
H11 1.18 -3.12 1.23
H12 3.32 -3.72 -2.44
H13 4.49 -2.07 3.81
H14 4.24 2.94 -0.90
H15 0.60 -0.03 -3.40
H16 -1.99 2.65 1.90
H17 4.44 0.31 2.82
H18 3.03 3.68 0.05
H19 -1.81 3.09 -3.77
H20 -0.31 -4.37 -4.75
H21 -5.77 -0.03 0.68
H22 2.15 -4.80 -4.46
H23 0.14 3.75 2.79
H24 -1.09 -0.42 -3.71
H25 3.32 -0.47 -0.89
H26 3.94 0.58 -2.15
H27 -2.22 3.62 -2.22
H28 2.60 -0.45 -2.57
H29 1.64 3.71 -2.89
H30 -5.94 0.69 -1.61
H31 -2.89 -1.70 -0.96
H32 -3.82 1.40 -2.89
H33 0.30 5.67 0.19
H34 2.03 -2.32 -0.92
H35 2.99 2.72 -3.27
H36 -2.06 -4.85 3.42
H37 2.48 0.77 1.48
H38 -0.83 -3.82 1.23
H39 -3.41 -0.12 1.68
H40 -0.11 4.89 -1.32

Results
Kohn-Sham gap: 0.2932 Eh
Maximum force: 3.9 eV/Å
ΔE to the lowest compared entry with this formula, charge and spin: 1.020 eV
E_tot: -3187.2470 Eh
Net charge: +2



Here is H3PS as an isolated structure in a non-equilibrium geometry from the Open Molecules 2025 dataset. Energies are from ωB97M-V/def2-TZVPD.

Positions of all 5 atoms, in Å:
S1 -1.43 0.01 0.76
P1 0.89 0.07 -0.83
H1 1.81 0.24 0.35
H2 -2.15 1.03 0.38
H3 0.87 -1.35 -0.66

Results
Kohn-Sham gap: 0.2818 Eh
Maximum force: 3.1 eV/Å
ΔE to the lowest compared entry with this formula, charge and spin: 1.756 eV
E_tot: -741.2562 Eh



Here is C15H22N2O3 as an isolated structure in a non-equilibrium geometry from the Open Molecules 2025 dataset. Energies are from ωB97M-V/def2-TZVPD.

Positions of all 42 atoms, in Å:
O1 -5.34 2.12 -0.16
O2 0.05 -3.28 -0.83
O3 5.23 0.74 -0.01
N1 -0.90 -1.41 0.60
N2 -2.93 0.44 0.15
C1 1.37 0.04 0.06
C2 3.89 0.06 -0.04
C3 -3.15 -1.05 -0.31
C4 6.73 2.39 0.20
C5 0.01 -1.94 -0.23
C6 3.74 -1.27 -0.20
C7 -4.49 1.80 -1.09
C8 -3.03 1.61 -0.96
C9 -4.06 0.62 1.37
C10 -5.46 0.91 0.58
C11 5.35 2.05 0.09
C12 -2.34 -2.01 0.57
C13 1.30 -1.39 0.10
C14 2.57 -1.94 -0.26
C15 2.66 0.63 -0.12
H1 2.49 -2.84 -0.21
H2 7.03 2.14 -0.70
H3 -0.84 -0.58 0.83
H4 4.69 2.58 -0.75
H5 -4.09 -0.19 1.85
H6 -4.87 0.86 -1.76
H7 6.90 3.39 0.33
H8 -2.65 -0.90 -1.37
H9 0.56 0.91 0.06
H10 -4.16 -1.50 -0.50
H11 -6.21 1.31 1.62
H12 -2.73 -2.17 1.44
H13 -2.26 1.26 -1.54
H14 -2.19 -3.11 -0.01
H15 -2.66 2.14 -0.17
H16 4.71 2.44 1.28
H17 7.02 1.99 1.20
H18 -4.38 2.81 -1.92
H19 2.66 1.89 -0.08
H20 4.77 -1.88 -0.17
H21 -3.71 1.39 1.72
H22 -5.79 0.00 0.22

Results
Kohn-Sham gap: 0.3274 Eh
Maximum force: 15.1 eV/Å
ΔE to the lowest compared entry with this formula, charge and spin: 17.536 eV
E_tot: -919.4342 Eh



Here is a 2-piece molecular cluster, CHCl2N overall in a non-equilibrium geometry from the Open Molecules 2025 dataset. Energies are from ωB97M-V/def2-TZVPD.

Positions of all 5 atoms, in Å:
Cl1 -1.57 -1.11 0.30
Cl2 1.61 -0.44 0.14
N1 0.27 1.99 0.15
C1 0.81 1.00 0.18
H1 -1.11 -1.44 -0.77

Results
SMILES: N#CCl.Cl
Kohn-Sham gap: 0.4415 Eh
Maximum force: 2.8 eV/Å
ΔE to the lowest compared entry with this formula, charge and spin: 0.432 eV
E_tot: -1013.8067 Eh



Here is a 2-piece molecular cluster, C3H5N2O overall in a non-equilibrium geometry from the Open Molecules 2025 dataset. Energies are from ωB97M-V/def2-TZVPD.

Positions of all 11 atoms, in Å:
O1 1.00 -0.05 1.14
N1 0.93 -1.28 1.64
N2 -0.09 0.10 0.25
C1 -0.16 -1.87 1.22
C2 -0.73 -1.00 0.26
C3 0.27 2.00 -1.41
H1 -1.53 -1.12 -0.33
H2 -0.33 1.76 -2.25
H3 1.35 1.94 -1.56
H4 -0.17 2.39 -0.42
H5 -0.54 -2.88 1.44

Results
Spin multiplicity: 3
Kohn-Sham gap (alpha / beta): 0.1931 / 0.2164 Eh
Maximum force: 3.2 eV/Å
ΔE to the lowest compared entry with this formula, charge and spin: 4.371 eV
E_tot: -301.4519 Eh
Net charge: +1



Here is a 2-piece molecular cluster, CH5NO2S overall in a non-equilibrium geometry from the Open Molecules 2025 dataset. Energies are from ωB97M-V/def2-TZVPD.

Positions of all 10 atoms, in Å:
S1 -1.39 -1.16 0.48
O1 -0.11 -1.17 -0.58
O2 3.16 1.01 -0.17
N1 2.43 0.03 -0.20
C1 -1.92 0.50 0.27
H1 -2.90 0.93 0.79
H2 3.13 -0.80 -0.15
H3 0.69 -0.96 -0.19
H4 -1.06 1.08 0.51
H5 -2.03 0.54 -0.78

Results
SMILES: CSO.N=O
Kohn-Sham gap: 0.2724 Eh
Maximum force: 3.8 eV/Å
ΔE to the lowest compared entry with this formula, charge and spin: 4.708 eV
E_tot: -644.3713 Eh



Here is H2LiO as an isolated structure in a non-equilibrium geometry from the Open Molecules 2025 dataset. Energies are from ωB97M-V/def2-TZVPD.

Positions of all 4 atoms, in Å:
O1 1.83 0.69 0.32
Li1 -2.77 -1.04 -0.50
H1 2.16 1.61 0.19
H2 2.43 0.30 0.99

Results
Kohn-Sham gap: 0.3142 Eh
Maximum force: 1.1 eV/Å
ΔE to the lowest compared entry with this formula, charge and spin: 1.278 eV
E_tot: -83.7170 Eh
Net charge: +1